Record 1
The following is a quantum chemistry calculation of the molecule C4H4N2, from the Open Molecules 2025 dataset.

Geometry as XYZ:
```
10
Properties=species:S:1:pos:R:3:mulliken_charge:R:1
H 2.291 0.704 0.217 0.294
N 2.012 -0.178 0.233 -0.532
C 0.699 0.084 -0.111 0.499
C -0.139 1.239 -0.206 -0.428
C -1.351 0.625 0.189 -0.195
C -1.183 -0.813 0.089 -0.021
N -0.011 -1.181 -0.238 -0.498
H 0.211 2.306 -0.439 0.325
H -2.514 1.000 0.495 0.230
H -2.154 -1.307 -0.002 0.326
```

Its net charge is 0. The multiplicity is 1. The calculation puts the HOMO energy at -9.92 eV. The value obtained for the HOMO-LUMO gap is 8.752 eV.

***

Record 2
The following is a quantum chemistry calculation of the molecule C4H4N2, from the Open Molecules 2025 dataset.

Geometry as XYZ:
```
10
Properties=species:S:1:pos:R:3:mulliken_charge:R:1
C 1.145 0.661 -0.516 -0.512
C 0.082 -0.068 -1.212 -0.240
N -1.101 -0.572 -0.562 -0.433
C -1.055 -0.547 0.715 0.065
N -0.074 0.054 1.521 -0.440
C 0.852 0.735 0.915 0.063
H 0.684 -0.961 -1.500 0.293
H -0.160 0.346 -2.201 0.425
H -1.876 -0.981 1.283 0.383
H 1.503 1.332 1.556 0.395
```

Its net charge is 0. The multiplicity is 1. The calculation puts the HOMO energy (alpha / beta) at -8.90 / -8.92 eV. The value obtained for the HOMO-LUMO gap (alpha / beta) is 7.228 / 7.241 eV.

***

Record 3
The following is a quantum chemistry calculation of the molecule C4H4N2, from the Open Molecules 2025 dataset.

Geometry as XYZ:
```
10
Properties=species:S:1:pos:R:3:mulliken_charge:R:1
C -1.744 0.982 0.344 -0.203
C -0.608 0.603 0.309 -0.442
C 0.682 0.029 0.338 0.550
N 0.662 -0.129 -1.208 -0.690
C 0.732 -1.195 1.200 0.018
N 0.743 -2.147 1.861 -0.366
H -2.633 1.274 -0.136 0.348
H 1.499 0.691 0.688 0.238
H -0.023 -0.763 -1.611 0.277
H 0.700 0.732 -1.754 0.269
```

Its net charge is 0. The multiplicity is 1. The calculation puts the HOMO energy at -9.24 eV. The value obtained for the HOMO-LUMO gap is 9.883 eV.

***

Record 4
The following is a quantum chemistry calculation of the molecule C4H4N2, from the Open Molecules 2025 dataset.

Geometry as XYZ:
```
10
Properties=species:S:1:pos:R:3:mulliken_charge:R:1
H 0.861 -1.817 1.607 0.253
N 0.202 -1.101 1.935 -0.580
C 0.084 -0.267 0.935 0.558
C 0.719 -0.408 -0.436 -0.249
C 0.012 0.435 -1.194 -0.387
C -0.946 1.137 -0.297 -0.242
N -0.856 0.800 0.945 -0.507
H 1.406 -1.244 -0.685 0.312
H 0.196 0.599 -2.213 0.427
H -1.678 1.866 -0.596 0.415
```

Its net charge is 0. The multiplicity is 1. The calculation puts the HOMO energy at -10.30 eV. The value obtained for the HOMO-LUMO gap is 9.497 eV.

***

Record 5
The following is a quantum chemistry calculation of the molecule C4H4N2, from the Open Molecules 2025 dataset.

Geometry as XYZ:
```
10
Properties=species:S:1:pos:R:3:mulliken_charge:R:1
C -0.228 -0.736 0.820 -0.329
C -0.547 -1.001 -0.490 -0.017
N -0.262 -0.155 -1.495 -0.537
C 0.310 0.978 -1.101 -0.031
N 0.653 1.347 0.135 -0.544
C 0.408 0.480 1.077 0.022
H -0.479 -1.419 1.641 0.324
H -1.036 -1.941 -0.782 0.365
H 0.483 1.690 -1.900 0.376
H 0.699 0.757 2.094 0.368
```

Its net charge is 0. The multiplicity is 1. The calculation puts the HOMO energy at -9.96 eV. The value obtained for the HOMO-LUMO gap is 10.738 eV.

***

Record 6
The following is a quantum chemistry calculation of a structure of composition C4H4N2O, from the Open Molecules 2025 dataset.

Geometry as XYZ:
```
11
Properties=species:S:1:pos:R:3:mulliken_charge:R:1
O 0.038 1.220 2.090 -0.513
C 0.702 0.926 1.117 0.012
C 0.124 0.277 -0.061 0.360
C 0.678 -0.238 -1.359 -0.267
N -0.101 -1.244 -1.538 -0.583
C -0.701 -0.971 -0.202 0.261
N -1.379 0.276 -0.225 -0.656
H 1.783 1.158 1.062 0.317
H 1.507 0.073 -1.990 0.365
H -0.852 -1.771 0.513 0.384
H -1.715 0.451 0.731 0.319
```

Its net charge is 0. The multiplicity is 1. The calculation puts the HOMO energy at -9.57 eV. The value obtained for the HOMO-LUMO gap is 9.767 eV.

***

Record 7
The following is a quantum chemistry calculation of the molecule C4H4N2O, from the Open Molecules 2025 dataset.

Geometry as XYZ:
```
11
Properties=species:S:1:pos:R:3:mulliken_charge:R:1
C -1.675 0.271 0.039 -0.807
C -0.352 0.518 0.084 0.142
O 0.605 -0.457 -0.090 -0.331
C 1.874 -0.133 0.050 0.720
C 3.226 -0.844 0.083 -0.209
N 3.825 0.268 -0.068 -0.324
N 2.555 1.062 0.001 -0.374
H -2.451 0.989 0.088 0.259
H -2.202 -0.622 -0.074 0.299
H 0.163 1.550 0.026 0.310
H 3.513 -1.895 0.267 0.315
```

Its net charge is 0. The multiplicity is 1. The calculation puts the HOMO energy (alpha / beta) at -9.01 / -9.01 eV. The value obtained for the HOMO-LUMO gap (alpha / beta) is 8.430 / 8.428 eV.

***

Record 8
The following is a quantum chemistry calculation of the molecule C4H4N2O, from the Open Molecules 2025 dataset.

Geometry as XYZ:
```
11
Properties=species:S:1:pos:R:3:mulliken_charge:R:1
H -2.227 -1.113 -1.108 0.265
N -2.326 -0.148 -1.427 -0.688
C -1.366 0.589 -1.043 -0.081
C -0.195 0.256 -0.221 0.638
N 0.634 1.142 0.231 -0.522
C 1.545 0.421 0.975 -0.269
C 1.214 -0.890 0.921 -0.144
O 0.092 -1.012 0.156 -0.321
H -1.362 1.648 -1.313 0.370
H 2.361 0.904 1.496 0.365
H 1.629 -1.797 1.332 0.388
```

Its net charge is 0. The multiplicity is 1. The calculation puts the HOMO energy at -9.65 eV. The value obtained for the HOMO-LUMO gap is 9.914 eV.

***

Record 9
The following is a quantum chemistry calculation of a cluster of 2 separate species, C4H4N2O in total, from the Open Molecules 2025 dataset.

Geometry as XYZ:
```
11
Properties=species:S:1:pos:R:3:mulliken_charge:R:1
O -2.074 -0.450 -1.820 -0.525
C -1.016 -0.208 -1.302 0.571
C -0.977 -0.200 0.259 -0.509
C 0.267 0.079 0.517 0.622
N 1.380 0.330 0.051 -0.451
C 1.269 0.308 -1.349 -0.140
N 0.179 0.065 -1.982 -0.383
H -1.874 -0.401 0.818 0.393
H 2.191 0.516 -1.883 0.387
H 0.306 -0.385 3.264 -0.026
H 0.347 0.346 3.427 0.061
```

Its net charge is 0. The multiplicity is 1. The calculation puts the HOMO energy at -9.60 eV. The value obtained for the HOMO-LUMO gap is 8.269 eV.

***

Record 10
The following is a quantum chemistry calculation of the molecule C4H4N2O, from the Open Molecules 2025 dataset.

Geometry as XYZ:
```
11
Properties=species:S:1:pos:R:3:mulliken_charge:R:1
H 2.965 0.913 0.038 0.242
N 2.372 0.088 0.041 -0.603
C 1.097 0.155 0.028 0.428
C 0.431 -1.159 0.035 0.228
N -0.824 -1.405 0.001 -0.555
C -1.761 -0.318 -0.046 -0.272
C -1.264 0.942 -0.021 -0.190
O 0.200 1.202 0.012 -0.366
H 1.192 -1.942 0.072 0.373
H -2.805 -0.708 -0.101 0.336
H -1.680 1.952 -0.012 0.380
```

Its net charge is 0. The multiplicity is 1. The calculation puts the HOMO energy at -9.26 eV. The value obtained for the HOMO-LUMO gap is 9.356 eV.

***

Record 11
The following is a quantum chemistry calculation of the molecule C4H4N2O, from the Open Molecules 2025 dataset.

Geometry as XYZ:
```
11
Properties=species:S:1:pos:R:3:mulliken_charge:R:1
O 2.353 -1.280 0.368 -0.568
C 1.289 -0.785 0.063 0.415
C 1.091 0.669 -0.075 -0.388
C -0.152 1.169 0.010 -0.219
N -1.225 0.304 0.073 -0.104
C -1.006 -1.035 -0.106 0.036
N 0.148 -1.590 -0.160 -0.482
H 1.959 1.311 -0.151 0.366
H -0.387 2.228 0.031 0.360
H -2.165 0.652 0.162 0.223
H -1.904 -1.642 -0.215 0.361
```

Its net charge is 0. The multiplicity is 1. The calculation puts the HOMO energy at -9.34 eV. The value obtained for the HOMO-LUMO gap is 9.708 eV.

***

Record 12
The following is a quantum chemistry calculation of the molecule C4H4N2O, from the Open Molecules 2025 dataset.

Geometry as XYZ:
```
11
Properties=species:S:1:pos:R:3:mulliken_charge:R:1
O 1.865 0.730 1.220 -0.494
C 0.775 0.251 0.547 0.579
C 1.054 -0.118 -0.750 -0.095
N -0.003 -0.246 -1.564 -0.566
C -1.222 -0.342 -1.025 -0.194
C -1.407 -0.149 0.287 -0.162
N -0.406 0.229 1.035 -0.544
H 1.649 0.928 2.114 0.344
H 2.064 -0.332 -0.967 0.374
H -1.995 -0.539 -1.698 0.437
H -2.374 -0.411 0.801 0.322
```

Its net charge is 0. The multiplicity is 1. The calculation puts the HOMO energy at -9.54 eV. The value obtained for the HOMO-LUMO gap is 10.075 eV.

***

Record 13
The following is a quantum chemistry calculation of the molecule C4H4N2O, from the Open Molecules 2025 dataset.

Geometry as XYZ:
```
11
Properties=species:S:1:pos:R:3:mulliken_charge:R:1
C 1.384 -0.503 -0.295 -0.127
N 1.323 0.778 -0.475 -0.597
C 0.059 1.067 0.017 0.596
O -0.870 2.071 -0.044 -0.410
C -1.264 0.690 -0.435 -0.236
C -0.659 -0.093 0.696 -0.313
N 0.292 -1.092 0.289 -0.151
H 2.223 -1.113 -0.610 0.392
H -1.643 0.502 -1.428 0.272
H -1.148 -0.266 1.661 0.349
H 0.301 -2.041 0.623 0.226
```

Its net charge is 0. The multiplicity is 1. The calculation puts the HOMO energy at -8.34 eV. The value obtained for the HOMO-LUMO gap is 9.123 eV.

***

Record 14
The following is a quantum chemistry calculation of a cluster of 2 separate species, C4H4N2O in total, from the Open Molecules 2025 dataset.

Geometry as XYZ:
```
11
Properties=species:S:1:pos:R:3:mulliken_charge:R:1
C -0.099 0.317 1.287 -0.214
C -1.169 0.090 0.328 -0.122
N -0.955 0.802 -0.722 -0.365
O 0.203 1.492 -0.530 -0.130
C 0.746 1.156 0.651 -0.295
H -0.159 -0.053 2.310 0.333
H -1.782 -0.757 0.428 0.400
H 1.410 1.912 0.998 0.382
C 0.591 -1.643 -1.591 0.066
N 1.008 -2.174 -0.706 -0.346
H 0.205 -1.141 -2.453 0.291
```

Its net charge is 0. The multiplicity is 1. The calculation puts the HOMO energy at -10.17 eV. The value obtained for the HOMO-LUMO gap is 11.227 eV.

***

Record 15
The following is a quantum chemistry calculation of the molecule C4H4N2O, from the Open Molecules 2025 dataset.

Geometry as XYZ:
```
11
Properties=species:S:1:pos:R:3:mulliken_charge:R:1
C 3.316 -0.163 0.049 0.494
C 2.778 1.477 -0.239 -0.170
C 1.136 -0.139 -0.043 0.489
C -0.263 -0.530 0.032 -0.780
N 2.136 -0.934 0.065 -0.514
N 1.466 1.229 -0.099 -0.093
O 4.452 -0.570 0.139 -0.465
H -0.253 -1.308 0.870 0.263
H -0.843 0.357 0.348 0.294
H -0.633 -0.999 -0.971 0.228
H 0.694 1.983 -0.113 0.254
```

Its net charge is 0. The multiplicity is 3. The calculation puts the HOMO energy (alpha / beta) at -7.71 / -10.20 eV. The expectation value of S² is 2.018. The value obtained for the HOMO-LUMO gap (alpha / beta) is 8.229 / 8.033 eV.

***

Record 16
The following is a quantum chemistry calculation of a cluster of 2 separate species, C4H4N2O2 in total, from the Open Molecules 2025 dataset.

Geometry as XYZ:
```
12
Properties=species:S:1:pos:R:3:mulliken_charge:R:1
C 0.925 -0.278 -0.061 0.210
C 0.976 1.155 -0.070 -0.353
C -0.354 1.651 -0.304 -0.296
C -1.288 0.309 -0.286 0.412
H -1.259 -1.995 1.581 0.157
H 1.702 -1.801 0.397 0.313
H 1.953 1.801 -0.254 0.321
H -0.869 2.666 -0.357 0.338
N -0.468 -0.759 -0.385 0.343
N 2.021 -0.851 0.041 -0.520
O -0.861 -2.019 -0.518 -0.405
O -2.477 0.121 0.217 -0.521
```

Its net charge is 0. The multiplicity is 1. The calculation puts the HOMO energy at -9.47 eV. The value obtained for the HOMO-LUMO gap is 6.488 eV.

***

Record 17
The following is a quantum chemistry calculation of the molecule C4H4N2O2, from the Open Molecules 2025 dataset.

Geometry as XYZ:
```
12
Properties=species:S:1:pos:R:3:mulliken_charge:R:1
N -1.450 2.471 -0.241 -0.425
C -0.937 1.494 0.036 0.093
C -0.281 0.259 0.099 0.552
N -1.257 -0.912 0.037 0.921
O -0.745 -1.955 -0.244 -0.566
O -2.419 -0.798 0.279 -0.595
C 1.191 -0.175 0.754 -0.565
C 1.009 0.067 -0.660 -0.542
H 1.026 -1.156 1.236 0.259
H 1.699 0.535 1.407 0.297
H 1.436 0.852 -1.349 0.287
H 0.727 -0.682 -1.352 0.283
```

Its net charge is 0. The multiplicity is 1. The calculation puts the HOMO energy at -10.94 eV. The value obtained for the HOMO-LUMO gap is 10.953 eV.

***

Record 18
The following is a quantum chemistry calculation of the molecule C4H4N2O2, from the Open Molecules 2025 dataset.

Geometry as XYZ:
```
12
Properties=species:S:1:pos:R:3:mulliken_charge:R:1
O 2.541 -1.036 0.253 -0.497
C 1.626 -0.407 -0.202 0.301
N 1.006 1.005 -0.317 -0.502
C -0.173 0.534 0.232 0.037
C -1.628 0.386 -0.089 -0.205
N -1.972 -0.893 0.034 -0.232
O -0.763 -1.636 0.013 -0.297
C 0.296 -0.867 -0.390 0.093
H 1.396 1.814 0.329 0.325
H -0.201 0.419 1.327 0.303
H -2.375 1.370 0.189 0.258
H 0.246 -0.690 -1.378 0.416
```

Its net charge is 0. The multiplicity is 1. The calculation puts the HOMO energy at -9.91 eV. The value obtained for the HOMO-LUMO gap is 10.279 eV.

***

Record 19
The following is a quantum chemistry calculation of a structure of composition C4H4N2O2, from the Open Molecules 2025 dataset.

Geometry as XYZ:
```
12
Properties=species:S:1:pos:R:3:mulliken_charge:R:1
C -2.098 1.162 -0.512 -0.521
C -1.983 0.461 0.578 -0.116
C -0.873 -1.127 0.496 -0.084
C 2.724 0.441 -0.278 0.738
N 1.273 -1.888 -0.154 -0.925
N 0.263 -1.318 0.242 0.530
O 2.571 0.591 0.848 -0.382
O 2.907 0.329 -1.401 -0.356
H -2.718 2.048 -0.528 0.257
H -1.602 0.910 -1.433 0.267
H -2.393 0.541 1.560 0.343
H 1.929 -2.149 0.579 0.251
```

Its net charge is 0. The multiplicity is 1. The calculation puts the HOMO energy (alpha / beta) at -8.57 / -8.56 eV. The value obtained for the HOMO-LUMO gap (alpha / beta) is 8.682 / 8.682 eV.

***

Record 20
The following is a quantum chemistry calculation of the molecule C4H4N2O2, from the Open Molecules 2025 dataset.

Geometry as XYZ:
```
12
Properties=species:S:1:pos:R:3:mulliken_charge:R:1
H -2.207 -0.975 -2.135 0.239
N -1.454 -1.348 -1.529 -0.666
C -0.728 -0.602 -0.750 0.399
N -0.711 0.684 -0.316 -0.080
C 0.119 1.035 0.892 0.243
O -0.245 1.983 1.543 -0.523
C 1.078 -0.098 0.739 -0.043
O 1.604 -0.491 -0.558 -0.387
C 0.401 -1.188 0.050 -0.070
H -1.195 1.448 -0.663 0.155
H 1.871 -0.477 1.481 0.441
H 0.600 -2.161 0.768 0.292
```

Its net charge is 0. The multiplicity is 1. The calculation puts the HOMO energy at -9.92 eV. The value obtained for the HOMO-LUMO gap is 10.254 eV.